(1)
The following is a DFT calculation (ωB97M-V/def2-TZVPD) of the molecule CH2N4O in a non-equilibrium geometry.

The structure (SMILES) is [H]/N=c1/nn[nH]o1. The energy above the lowest of the compared OMol25 structures with the same formula, charge and spin is 3.0912 eV. The calculation puts the gap between HOMO and LUMO at 10.03 eV. As for the LUMO energy: -0.034 eV. The calculation puts the highest occupied orbital energy at -10.1 eV.

Each line ends with the Löwdin charge.
Atoms and positions in Å:
H: 2.220 -0.533 0.113  0.022
N: 1.934 0.376 0.038  0.187
C: 0.699 0.295 0.088  -0.559
N: -0.269 1.416 -0.053  0.105
N: -1.399 0.911 -0.006  0.018
N: -1.298 -0.486 0.187  0.023
O: 0.104 -0.820 -0.128  0.043
H: -1.991 -1.159 -0.238  0.162

(2)
The following is a DFT calculation (ωB97M-V/def2-TZVPD) of a structure of composition C66H53IN2O2P2SiSn in a non-equilibrium geometry.

The energy above the lowest of the compared OMol25 structures with the same formula, charge and spin is 0.1750 eV. The calculation puts the gap between HOMO and LUMO (alpha / beta) at 5.83 / 5.59 eV. As for the LUMO energy (alpha / beta): -0.984 / -0.997 eV. The calculation puts the highest occupied orbital energy (alpha / beta) at -6.8 / -6.6 eV.

Each line ends with the Löwdin charge.
Atoms and positions in Å:
Sn: -0.419 0.160 -0.400  0.906
C: -0.986 3.560 -1.914  -0.177
Si: -1.817 1.846 -1.858  0.600
C: -1.847 1.357 -3.713  -0.276
C: -2.731 1.980 -4.598  -0.086
C: -2.600 1.843 -5.971  -0.074
C: -1.572 1.074 -6.501  -0.075
C: -0.708 0.411 -5.647  -0.097
C: -0.848 0.540 -4.265  -0.393
P: 0.223 -0.417 -3.144  0.990
C: 1.892 -0.200 -3.834  -0.353
C: 2.320 1.118 -4.007  -0.097
C: 3.638 1.387 -4.331  -0.075
C: 4.548 0.347 -4.465  -0.084
C: 4.133 -0.962 -4.284  -0.084
C: 2.809 -1.238 -3.971  -0.090
C: -0.263 -2.143 -3.477  -0.345
C: 0.389 -3.127 -2.727  -0.122
C: 0.004 -4.453 -2.812  -0.080
C: -1.064 -4.815 -3.620  -0.084
C: -1.740 -3.842 -4.341  -0.080
C: -1.349 -2.512 -4.267  -0.075
C: -3.561 2.106 -1.129  -0.267
C: -4.345 3.132 -1.668  -0.112
C: -5.597 3.442 -1.165  -0.074
C: -6.105 2.723 -0.093  -0.071
C: -5.348 1.708 0.465  -0.096
C: -4.081 1.398 -0.033  -0.355
P: -3.150 0.034 0.759  0.953
C: -3.271 0.341 2.547  -0.346
C: -2.856 -0.686 3.398  -0.151
C: -2.697 -0.459 4.756  -0.076
C: -2.934 0.804 5.282  -0.086
C: -3.331 1.834 4.442  -0.071
C: -3.497 1.606 3.084  -0.085
C: -4.315 -1.343 0.438  -0.574
C: -4.296 -1.827 -0.874  -0.204
C: -5.042 -2.937 -1.232  -0.096
C: -5.810 -3.589 -0.275  -0.091
C: -5.819 -3.127 1.032  -0.093
C: -5.075 -2.011 1.392  -0.166
H: -1.738 4.345 -2.014  0.029
H: -0.414 3.749 -1.006  0.011
H: -0.307 3.617 -2.766  0.027
H: -3.538 2.587 -4.207  0.084
H: -3.291 2.351 -6.633  0.104
H: -1.455 0.981 -7.573  0.105
H: 0.082 -0.216 -6.047  0.116
H: 1.611 1.928 -3.875  0.103
H: 3.959 2.413 -4.462  0.104
H: 5.582 0.559 -4.707  0.102
H: 4.842 -1.775 -4.376  0.104
H: 2.495 -2.264 -3.837  0.088
H: 1.181 -2.832 -2.046  0.090
H: 0.525 -5.202 -2.228  0.103
H: -1.378 -5.849 -3.674  0.103
H: -2.584 -4.115 -4.962  0.104
H: -1.896 -1.761 -4.821  0.098
H: -3.957 3.720 -2.492  0.085
H: -6.174 4.244 -1.607  0.104
H: -7.085 2.953 0.305  0.105
H: -5.739 1.146 1.305  0.110
H: -2.640 -1.666 2.988  -0.013
H: -2.373 -1.265 5.402  0.106
H: -2.799 0.987 6.340  0.101
H: -3.495 2.826 4.843  0.107
H: -3.783 2.424 2.436  0.103
H: -3.682 -1.324 -1.616  0.107
H: -5.009 -3.302 -2.250  0.106
H: -6.401 -4.454 -0.547  0.103
H: -6.402 -3.644 1.785  0.107
H: -5.092 -1.663 2.416  0.103
C: -1.327 4.476 1.639  -0.022
C: -0.450 3.552 2.439  -0.248
N: 0.248 4.093 3.413  0.124
C: 1.055 3.316 4.153  -0.128
C: 1.164 1.957 3.981  -0.157
C: 2.134 1.199 4.856  -0.211
O: 1.512 0.280 5.751  -0.054
C: 0.415 1.341 2.946  -0.062
C: 0.516 -0.095 2.811  -0.042
N: 0.165 -0.826 1.814  -0.004
C: 0.648 -2.137 1.747  -0.340
C: 2.000 -2.403 2.018  -0.024
C: 2.546 -3.659 1.844  -0.078
C: 1.757 -4.703 1.382  -0.085
C: 0.417 -4.473 1.118  -0.168
C: -0.125 -3.210 1.297  -0.564
I: -2.188 -2.980 0.939  1.371
C: -0.378 2.158 2.118  -0.294
O: -1.043 1.689 1.110  -0.309
H: -1.921 5.088 2.318  0.080
H: -1.983 3.920 0.972  0.057
H: -0.711 5.154 1.045  0.081
H: 1.632 3.831 4.914  0.111
H: 2.734 1.927 5.411  0.110
H: 2.820 0.606 4.248  0.105
H: 0.863 0.762 6.274  0.091
H: 0.932 -0.597 3.687  0.134
H: 2.626 -1.578 2.333  0.109
H: 3.594 -3.823 2.061  0.111
H: 2.174 -5.689 1.228  0.104
H: -0.215 -5.282 0.775  0.087
C: 1.566 0.974 -0.522  -0.139
C: 2.638 0.743 0.058  -0.148
C: 3.823 0.418 0.666  -0.140
C: 4.219 1.123 1.884  -0.180
C: 5.026 0.517 2.860  -0.053
C: 5.402 1.208 3.999  -0.085
C: 4.967 2.511 4.201  -0.100
C: 4.125 3.106 3.269  -0.090
C: 3.750 2.421 2.128  -0.018
C: 4.595 -0.697 0.099  -0.172
C: 5.988 -0.783 0.210  -0.034
C: 6.669 -1.879 -0.293  -0.080
C: 5.982 -2.905 -0.926  -0.089
C: 4.605 -2.815 -1.076  -0.088
C: 3.921 -1.723 -0.577  -0.043
H: 5.323 -0.515 2.733  0.112
H: 6.032 0.726 4.736  0.107
H: 5.269 3.053 5.088  0.107
H: 3.761 4.111 3.438  0.109
H: 3.090 2.886 1.405  0.122
H: 6.536 0.025 0.676  0.116
H: 7.746 -1.933 -0.191  0.102
H: 6.517 -3.766 -1.307  0.100
H: 4.065 -3.608 -1.581  0.105
H: 2.844 -1.654 -0.672  0.097

(3)
The following is a DFT calculation (ωB97M-V/def2-TZVPD) of a cluster of 5 separate species, C2H14O4S in total in a non-equilibrium geometry.

The structure (SMILES) is CSC.O.O.O.O. The energy above the lowest of the compared OMol25 structures with the same formula, charge and spin is 1.2822 eV. The calculation puts the gap between HOMO and LUMO at 8.58 eV. As for the LUMO energy: 0.264 eV. The calculation puts the highest occupied orbital energy at -8.3 eV.

Each line ends with the Löwdin charge.
Atoms and positions in Å:
C: -1.310 -0.742 2.802  -0.433
S: 0.318 -0.151 2.187  0.728
C: -0.211 -0.165 0.386  -0.390
H: -2.117 -0.455 2.083  0.039
H: -1.495 -0.319 3.767  0.009
H: -1.275 -1.833 2.794  0.024
H: -0.731 0.727 0.101  0.006
H: 0.771 -0.217 -0.068  -0.032
H: -0.718 -1.117 0.352  0.021
O: 0.674 -2.327 -1.623  -0.046
H: 1.127 -2.993 -1.094  0.052
H: 0.563 -2.771 -2.470  0.049
O: 1.459 0.972 -2.217  -0.051
H: 0.644 1.472 -2.120  0.048
H: 1.303 0.018 -2.174  0.029
O: -2.390 2.207 -1.301  -0.065
H: -2.647 1.593 -0.598  0.027
H: -2.077 2.905 -0.706  0.045
O: 2.749 1.255 0.321  -0.092
H: 3.315 0.580 -0.064  0.034
H: 2.048 1.363 -0.359  -0.001

(4)
The following is a DFT calculation (ωB97M-V/def2-TZVPD) of the ion C5H6N with charge +1 in a non-equilibrium geometry.

As for the total charge: +1. The energy above the lowest of the compared OMol25 structures with the same formula, charge and spin is 6.4986 eV. The calculation puts the gap between HOMO and LUMO at 10.97 eV. As for the LUMO energy: -5.170 eV. The calculation puts the highest occupied orbital energy at -16.1 eV.

Each line ends with the Löwdin charge.
Atoms and positions in Å:
C: 1.338 0.520 -0.015  0.012
C: 1.053 -0.907 -0.024  0.093
C: -1.413 0.425 -0.697  0.019
C: -1.406 0.271 0.771  0.017
C: -0.143 0.252 0.040  -0.278
N: -1.244 -0.843 -0.104  0.234
H: 1.732 0.977 0.888  0.146
H: 1.671 0.998 -0.932  0.143
H: 1.096 -1.478 -0.943  0.139
H: 1.117 -1.489 0.889  0.143
H: -1.889 0.823 -1.561  0.167
H: -1.911 0.451 1.689  0.164

(5)
The following is a DFT calculation (ωB97M-V/def2-TZVPD) of the molecule C5H14N2 in a non-equilibrium geometry.

The structure (SMILES) is C[C@H](N)CN(C)C. The energy above the lowest of the compared OMol25 structures with the same formula, charge and spin is 0.9473 eV. The calculation puts the gap between HOMO and LUMO at 9.60 eV. As for the LUMO energy: 1.109 eV. The calculation puts the highest occupied orbital energy at -8.5 eV.

Each line ends with the Löwdin charge.
Atoms and positions in Å:
C: -1.147 -1.533 -0.685  -0.061
C: -0.264 -1.202 0.528  -0.458
N: -0.806 -1.730 1.776  0.022
C: -0.086 0.304 0.721  -0.210
N: 0.248 1.030 -0.496  -0.278
C: 1.472 0.548 -1.150  -0.091
C: 0.377 2.447 -0.227  -0.123
H: -1.017 -2.624 -0.813  0.075
H: -0.779 -1.131 -1.624  0.064
H: -2.208 -1.425 -0.481  0.076
H: 0.739 -1.636 0.448  0.123
H: -1.609 -1.237 2.137  0.066
H: -1.017 -2.716 1.694  0.068
H: 0.653 0.483 1.519  0.124
H: -1.032 0.726 1.073  0.122
H: 1.543 -0.539 -1.092  0.069
H: 2.334 0.951 -0.624  0.083
H: 1.427 0.793 -2.201  0.083
H: -0.597 2.861 0.036  0.081
H: 1.066 2.668 0.597  0.082
H: 0.703 2.961 -1.136  0.085

(6)
The following is a DFT calculation (ωB97M-V/def2-TZVPD) of a cluster of 2 separate species, C2H4S3 in total in a non-equilibrium geometry.

The energy above the lowest of the compared OMol25 structures with the same formula, charge and spin is 3.2974 eV. The calculation puts the gap between HOMO and LUMO (alpha / beta) at 7.80 / 6.40 eV. As for the LUMO energy (alpha / beta): -1.095 / -1.641 eV. The calculation puts the highest occupied orbital energy (alpha / beta) at -8.9 / -8.0 eV.

Each line ends with the Löwdin charge.
Atoms and positions in Å:
C: 0.631 0.760 -0.379  -0.446
C: 0.683 -0.709 -0.417  -1.166
S: 1.130 -0.057 -1.967  0.807
S: 1.578 -1.915 0.457  0.741
S: -2.011 -1.486 -0.127  0.269
H: -0.400 1.163 -0.461  0.059
H: 1.532 1.353 0.170  0.135
H: 0.817 -1.841 1.551  -0.118
H: -2.566 -2.008 -1.270  -0.281